{
  "formula": "C62H156N14O24",
  "method": "the ωB97M-V functional and the def2-TZVPD basis",
  "species": ["O", "O", "O", "O", "O", "O", "O", "O", "O", "O", "O", "O", "O", "O", "O", "O", "O", "O", "O", "O", "O", "O", "O", "O", "N", "N", "N", "N", "N", "N", "N", "N", "N", "N", "N", "N", "N", "N", "C", "C", "C", "C", "C", "C", "C", "C", "C", "C", "C", "C", "C", "C", "C", "C", "C", "C", "C", "C", "C", "C", "C", "C", "C", "C", "C", "C", "C", "C", "C", "C", "C", "C", "C", "C", "C", "C", "C", "C", "C", "C", "C", "C", "C", "C", "C", "C", "C", "C", "C", "C", "C", "C", "C", "C", "C", "C", "C", "C", "C", "C", "H", "H", "H", "H", "H", "H", "H", "H", "H", "H", "H", "H", "H", "H", "H", "H", "H", "H", "H", "H", "H", "H", "H", "H", "H", "H", "H", "H", "H", "H", "H", "H", "H", "H", "H", "H", "H", "H", "H", "H", "H", "H", "H", "H", "H", "H", "H", "H", "H", "H", "H", "H", "H", "H", "H", "H", "H", "H", "H", "H", "H", "H", "H", "H", "H", "H", "H", "H", "H", "H", "H", "H", "H", "H", "H", "H", "H", "H", "H", "H", "H", "H", "H", "H", "H", "H", "H", "H", "H", "H", "H", "H", "H", "H", "H", "H", "H", "H", "H", "H", "H", "H", "H", "H", "H", "H", "H", "H", "H", "H", "H", "H", "H", "H", "H", "H", "H", "H", "H", "H", "H", "H", "H", "H", "H", "H", "H", "H", "H", "H", "H", "H", "H", "H", "H", "H", "H", "H", "H", "H", "H", "H", "H", "H", "H", "H", "H", "H", "H", "H", "H", "H", "H", "H", "H", "H"],
  "positions_angstrom": [[-2.5476, -3.3453, 1.9355], [3.9613, 2.6510, -1.9134], [6.9001, -1.0084, -0.8369], [5.6551, -2.5875, -1.5535], [-4.8641, -6.0262, -1.9426], [1.6448, 0.2659, 3.8578], [1.9513, 3.1841, -1.3540], [7.2227, 0.9078, 3.3270], [-2.2742, 0.9352, 0.4894], [0.7474, -0.9199, 2.2088], [5.8231, -2.2675, 0.5827], [3.1508, 7.2049, 1.0545], [-0.0920, -0.8371, -3.8893], [3.4937, 4.6123, -1.1786], [-1.4676, -4.9025, -3.3438], [2.3500, 5.2627, -4.3615], [-5.7606, 0.5876, -3.0298], [-1.8001, 1.9631, -1.2856], [-1.2281, 2.8477, 0.5906], [-1.3730, -5.9014, -1.4111], [2.0076, -5.8582, -0.0868], [0.4370, -4.8564, -2.2495], [7.0687, -0.2705, -3.7140], [2.5931, -1.4128, 3.0291], [1.6315, -0.6790, 3.0370], [6.1105, -1.9527, -0.6001], [3.3648, -6.1782, 1.7214], [-0.9297, -5.2565, -2.3316], [-2.6314, -1.2786, 4.4161], [-6.7608, -6.8899, 0.1406], [6.3960, -1.6442, 4.9867], [-0.3149, 5.4016, -3.0124], [7.2850, 1.5520, -5.0759], [2.6324, 4.6574, 2.8112], [-1.7690, 1.9104, -0.0772], [-8.4065, 1.9997, -3.8662], [2.1295, -0.7529, -1.7940], [3.1189, 3.4782, -1.5002], [6.8790, 0.4678, 6.3614], [-5.9874, -5.6427, 0.2123], [-8.6093, 3.5245, -1.8083], [0.2685, 4.0489, 3.5119], [3.7778, 5.2410, -4.5966], [2.9051, -0.6635, -0.4739], [2.6465, 0.2506, -2.8746], [1.4109, 5.1219, 3.5066], [7.0125, 0.2313, -4.8392], [-8.1282, -8.2342, 1.8633], [-5.8832, -8.0163, -0.1823], [1.7295, 6.5060, -4.1506], [-1.8512, -2.4680, 4.8564], [-7.5667, 1.9265, -5.1346], [-0.2617, -1.0566, -2.4811], [3.6055, -4.7658, 1.8336], [-9.0635, -6.0116, -0.5432], [-5.4500, -5.0910, -1.0877], [-4.6838, 0.0896, 5.1691], [2.3037, -2.1506, -2.2975], [-1.1338, -1.5137, -4.5034], [-1.6669, -0.0677, 4.4079], [-0.3977, 3.4821, -4.6938], [-0.8928, 0.0952, 5.6128], [3.9748, 0.0085, -3.3862], [7.0597, -0.4174, 2.8380], [-3.7915, -1.0828, 5.4428], [0.1591, 5.6307, -1.6393], [2.3238, 4.4081, 1.4076], [-9.8369, 2.0335, -4.1814], [-8.1467, 0.8542, -2.9514], [5.8981, -0.4223, 5.6392], [-4.2405, -5.4074, -3.0744], [3.1059, 3.3901, 4.9304], [-7.8643, -6.8913, -0.8903], [0.7570, -0.4128, -1.5414], [4.3106, 7.2735, 0.1806], [-7.7155, 0.6675, -5.9829], [-2.4049, -1.9485, 2.0162], [3.5161, 7.0940, 2.4514], [-1.8218, 5.5458, -3.0421], [3.1627, 3.4030, 3.4104], [-1.7396, -4.0029, 0.9460], [-6.8498, 0.9087, -2.2190], [3.7643, 5.6900, 2.9075], [8.0396, 2.4367, -4.1463], [2.4860, -8.0777, 0.4392], [-8.0205, 3.3338, -3.2440], [7.0983, -2.4065, 6.0151], [6.8550, -0.6821, -6.1030], [4.0872, -2.5293, 5.3954], [0.2425, 6.3930, -3.9749], [7.4116, -1.3456, 3.9237], [-0.3305, 6.9316, -0.8972], [-3.2413, -1.4833, 3.1007], [7.0638, 2.0347, 2.4222], [5.1910, -2.3614, 4.4107], [-4.5013, 0.4905, -2.4410], [2.6863, -6.5984, 0.6366], [2.8939, 0.6832, 0.2869], [-7.3047, -7.0429, 1.5789], [0.0133, 3.9633, -3.3318], [-1.5842, 0.4703, 6.3806], [-5.2255, 0.3416, 6.0657], [-9.6924, 3.5594, -1.8524], [4.5157, 5.2214, 2.2880], [-5.0539, -7.9553, 0.5182], [8.9846, 2.0415, -3.7599], [-4.1412, 1.0043, 4.8444], [0.4669, -0.7570, -0.5655], [-0.9382, -0.3454, 3.5905], [7.5009, 0.9774, 5.6210], [-8.4030, -8.1910, 2.9013], [-8.4133, 4.0864, -3.9543], [7.9141, -0.7792, -6.3870], [-0.3635, 4.2153, 4.3743], [4.0327, 7.5089, -0.8407], [-0.3896, -0.8036, 6.0021], [3.1904, 3.9744, 0.8556], [2.6861, -4.3120, 2.2137], [3.7965, -4.2283, 0.8774], [-9.5873, -6.4446, 0.3127], [-3.3388, -1.1457, 6.4397], [3.8681, 5.1353, -5.6497], [4.4187, 7.6676, 2.6109], [-6.8363, 0.0409, -5.8555], [4.0486, -6.7725, 2.1339], [-6.4138, -6.9893, 2.1709], [-6.3002, -4.6992, -1.6533], [-7.6241, 1.0808, -7.0043], [6.0895, 2.0917, 1.9627], [-0.1882, 7.3880, -3.7863], [-0.9049, -2.5247, 4.2785], [0.8563, -5.3918, -1.5456], [4.2022, 6.1187, -4.1478], [-7.6529, -9.2198, 1.7461], [-8.7823, -4.9588, -0.3206], [-1.3778, -1.6160, 2.1591], [-6.6112, -4.8312, 0.5912], [-4.3271, -0.5324, -2.1194], [0.6652, 3.0619, 3.6430], [4.3712, -4.6430, 2.5583], [3.7086, 4.1819, 5.3872], [6.2531, 1.2051, 6.8457], [-4.3856, -1.9948, 5.3188], [-0.3724, -2.1457, -2.3500], [1.8707, 7.2421, -4.9877], [-6.4066, -8.9236, 0.0268], [2.0466, 5.2675, 0.8654], [1.8635, 0.1134, -3.5597], [-6.5646, 2.0257, -4.7965], [-10.4535, 1.9600, -3.2798], [1.0701, 6.0126, 2.9850], [3.5550, -1.6123, 5.4937], [-7.8890, 2.8185, -5.6731], [-2.8021, -1.4766, 1.1001], [7.4550, 0.1007, 7.1908], [4.1597, 0.9611, -3.9719], [-6.6871, 1.8061, -1.6445], [4.1597, 3.2892, 2.9877], [-10.1053, 1.1555, -4.8199], [0.0454, 2.5276, -4.8540], [3.7498, 1.2891, -0.0928], [-3.7672, 0.7697, -3.1992], [-5.1214, -5.8740, 0.8365], [-3.7605, -0.5588, 2.8129], [-1.4184, 6.9087, -0.7031], [-2.4001, -3.3617, 4.6982], [-1.7470, -5.0427, 1.1291], [4.9293, 8.0580, 0.6235], [-0.3414, 4.1399, 2.6117], [-8.3786, -0.0195, -3.6101], [5.2408, -0.0195, 4.8751], [6.9327, -0.8965, -1.7664], [5.6293, -3.3046, 4.1282], [7.3599, 2.8295, -3.3581], [1.9180, 1.1348, 0.2265], [-7.0524, 0.0998, -1.4451], [8.2563, -1.0233, 4.5123], [-4.0368, -2.2272, 3.2806], [-4.3512, 1.1638, -1.6099], [1.2387, 5.6055, -1.5799], [1.6672, 5.3531, 4.5791], [4.3059, -2.8388, 6.4153], [-1.9506, 6.6537, -3.0494], [-3.3303, -4.9744, -2.7274], [-4.8217, -4.3322, -0.6976], [1.7432, -2.3015, -3.2111], [2.4270, -1.3467, 0.1800], [-1.2694, -1.2616, -5.5521], [-2.2032, 0.8274, 4.0290], [2.0827, 3.3406, 5.3149], [-1.6310, -2.4153, 5.9204], [-2.2827, 4.9370, -2.2548], [3.3265, -3.3139, 5.0934], [-8.9438, 0.9188, -2.2115], [4.1254, 4.2968, -4.1097], [-10.0846, 2.9158, -4.8216], [-2.0858, -1.1959, -3.9592], [4.8187, -1.8480, 3.4959], [2.4376, 1.2531, -2.5277], [7.3720, 1.6481, -6.0966], [-6.9238, 3.3138, -3.2863], [2.8874, -8.3679, -0.5310], [-7.8621, -6.1190, 1.8251], [1.0871, 3.8321, -3.1888], [-0.1794, 6.1531, -4.9411], [-1.4469, 3.4037, -4.8204], [6.3801, -1.5710, -5.7859], [-9.0231, -8.3052, 1.2494], [8.2605, 3.3416, -4.7201], [6.3560, -0.2156, -6.9356], [5.2152, -0.8830, 6.3562], [-0.1259, 7.8111, -1.5104], [-8.1780, 4.4932, -1.4839], [6.5215, -2.5430, 6.9122], [-7.4550, -6.6728, -1.8677], [3.9717, -0.8383, -4.0426], [7.2240, 2.8887, 3.0726], [-0.1302, 0.8640, 5.4523], [7.4331, -3.3990, 5.6429], [3.3570, -2.2513, -2.5610], [2.9740, -8.7094, 1.2347], [-1.2249, -0.5536, -2.1686], [0.6147, 0.6919, -1.5379], [-2.0591, -3.7383, -0.0785], [2.1764, 7.0613, -3.2911], [2.5728, 2.5319, 3.0621], [4.8549, -0.0649, -2.7486], [-4.0596, -6.2250, -3.7453], [1.6248, 3.5880, 1.4791], [4.0815, 5.7233, 3.9962], [7.6313, -2.3565, 3.6032], [-8.5939, 0.1027, -5.7732], [4.8737, 6.3315, 0.0893], [1.4398, -8.1727, 0.4884], [-4.8924, -4.6713, -3.5772], [-0.7125, -3.6064, 0.9846], [0.1672, 3.9834, -5.4950], [-0.4424, 3.3400, -2.5679], [3.5465, 2.4125, 5.2119], [-8.1238, -7.9398, -0.9562], [3.0360, 0.3466, 1.3081], [2.6563, 7.5452, 2.9738], [-8.2667, 2.7882, -1.0404], [8.0222, -1.8369, 6.2611], [3.8975, -1.0021, -0.5670], [7.6388, -0.6286, 1.9340], [-5.5577, -7.7951, -1.2258], [-2.1426, 5.1695, -4.0455], [5.9854, -0.6787, 2.5912], [-0.1337, 4.7543, -1.0953], [-5.5095, -0.0889, 4.4564], [2.1025, -2.9222, -1.5278], [-9.8011, -6.0203, -1.3536], [7.8305, 1.9722, 1.6246], [-0.9711, -2.5679, -4.3408], [0.1242, 6.9936, 0.0785]],
  "forces_ev_per_a": [[0.31, -1.18, -0.11], [-0.04, 0.07, -0.23], [2.06, 2.66, 2.50], [0.52, 1.06, 0.62], [0.12, 0.07, 0.42], [-1.23, 0.61, -0.30], [-2.05, -1.11, 0.15], [-0.33, 0.18, -0.45], [-0.33, -0.67, 0.86], [-1.70, 0.89, -0.09], [1.21, 1.62, -1.98], [0.65, -0.43, 0.04], [0.95, 0.88, 1.06], [0.42, 1.07, -0.14], [0.76, 0.06, 0.48], [-0.63, 0.07, 0.15], [-1.28, 0.43, -1.11], [0.09, 0.38, -2.80], [-0.44, -0.79, -0.44], [0.23, 0.40, -0.54], [0.70, 0.70, 0.20], [-1.53, -0.14, -0.47], [-0.25, 0.22, -0.11], [2.48, -1.77, 0.06], [0.64, 0.28, 0.23], [-3.89, -5.71, 1.40], [0.13, 0.48, -1.48], [1.53, -0.18, 0.00], [0.14, 1.00, 2.02], [-1.66, 0.39, 1.01], [-0.29, 0.77, -0.36], [-0.73, -0.10, 0.05], [0.25, -1.12, -0.73], [0.86, 1.40, 0.41], [0.65, 1.04, 2.34], [0.44, 0.94, -0.20], [2.52, 0.23, 0.43], [2.23, 0.30, -0.01], [-0.38, 1.09, -1.12], [0.92, 0.13, -0.79], [1.37, 0.36, -0.47], [0.48, 1.30, -0.24], [-1.49, -1.23, 1.14], [-1.11, 1.28, 0.25], [-1.90, -0.42, 2.16], [-1.16, -0.44, 1.46], [0.58, -0.29, 0.24], [-0.29, -1.56, -0.42], [1.12, 0.64, -0.48], [1.36, 1.18, 0.42], [1.05, 0.17, -0.20], [-1.20, -0.16, 0.08], [-1.02, 0.80, -0.01], [-1.32, 1.00, -0.30], [0.10, 0.04, 0.25], [-1.72, -1.01, -0.74], [-0.29, 1.19, -0.54], [0.86, -0.35, 0.15], [-1.93, 0.39, 0.57], [0.22, -1.20, -3.85], [1.63, 0.74, -0.46], [0.12, 0.93, 2.67], [1.55, 1.48, -1.50], [-1.86, 0.67, -0.63], [0.51, -1.15, -0.69], [0.15, 1.24, 2.11], [0.84, -2.54, -0.61], [-1.39, -0.58, -1.70], [-1.10, 0.19, -0.91], [-1.14, -0.74, 1.13], [-0.94, -0.22, 0.39], [0.82, -1.03, -0.02], [-0.56, 0.08, 0.14], [-2.07, 0.65, -0.66], [0.05, -0.10, 0.90], [1.48, 1.30, -0.43], [0.67, -0.14, -1.91], [-1.67, 0.37, -1.54], [0.55, 0.64, -1.58], [-0.52, -0.94, 0.34], [0.39, 2.51, -0.19], [0.34, -2.59, 1.08], [0.17, -0.70, 1.34], [-1.21, 0.83, -0.57], [2.34, -0.32, 1.02], [-0.40, -0.51, 0.73], [1.91, -1.14, 0.12], [1.09, 2.15, 1.26], [-1.87, -1.41, 0.43], [-0.49, 0.13, -1.11], [0.82, -1.41, 1.02], [-0.96, -1.07, -1.38], [-2.56, 0.57, 0.77], [1.05, -1.26, 0.31], [0.68, -0.57, -0.43], [0.83, 0.00, 0.06], [-1.49, -1.00, -0.03], [0.91, -0.97, -1.09], [-0.03, 1.06, -0.66], [0.83, -0.74, -0.14], [0.46, -0.05, 0.38], [0.05, 0.15, 0.58], [-0.04, 0.20, 0.23], [0.55, 0.09, 0.04], [0.31, -0.14, -0.22], [-0.45, -0.30, -0.05], [-0.34, -0.59, 0.29], [-0.07, -0.19, 0.65], [-0.86, 0.45, 0.52], [0.12, 0.02, 0.40], [-0.37, 0.08, 0.46], [0.34, -0.23, 0.59], [-0.38, -0.66, -0.09], [-0.19, 0.31, 0.18], [-0.48, 0.28, 0.14], [-0.13, 0.45, -0.39], [-0.31, 0.56, 0.85], [0.15, 0.24, 0.14], [0.31, -0.71, 0.57], [0.04, 0.33, 0.01], [-0.10, 0.49, -0.31], [0.72, 0.35, -0.96], [0.26, 0.22, 0.41], [-0.10, -0.21, 0.21], [0.15, -0.62, 0.07], [0.53, -0.25, 0.48], [0.00, 0.77, 0.11], [-0.63, -0.82, 0.20], [-0.54, -0.21, -0.10], [0.35, -0.32, 0.44], [-0.60, 0.10, 0.33], [0.09, -0.29, 0.66], [0.65, 0.32, -0.03], [0.29, 0.47, 0.01], [-0.20, -0.66, -0.19], [0.30, -0.16, -0.36], [0.13, -0.28, 0.44], [0.17, -0.19, 0.20], [0.08, -0.64, -0.29], [0.79, 0.46, 0.43], [-0.33, -0.16, 0.11], [-0.17, 0.52, -0.06], [0.19, -0.01, 0.20], [0.20, 0.24, 0.36], [-0.11, -0.73, 0.24], [-0.29, -0.61, -0.46], [-0.64, 0.91, -0.27], [-0.55, -0.35, -1.78], [0.83, 0.20, 0.13], [0.25, 0.36, -0.22], [0.06, 0.09, 0.16], [-0.72, 0.61, -0.11], [0.21, -0.07, -0.12], [0.44, -0.08, 0.06], [0.25, -0.84, 0.03], [0.12, -1.18, 0.27], [0.05, 0.47, 0.00], [0.11, -0.06, 0.27], [0.31, 0.56, 0.64], [0.02, -1.29, 0.45], [-1.02, -0.01, 0.47], [-0.01, -0.17, 0.08], [-0.31, 0.25, 0.36], [0.39, -0.05, 0.26], [0.42, -0.04, -0.19], [-0.71, -0.70, -0.39], [-0.15, -1.02, 0.11], [0.32, 0.00, -0.50], [0.10, -0.39, 0.07], [0.78, 0.26, 0.98], [0.25, 1.07, 0.09], [0.28, 0.42, -3.02], [-0.08, -0.53, -0.35], [0.54, -0.76, -0.20], [-0.09, 0.59, -0.06], [0.66, 0.59, -0.42], [0.50, 0.41, -0.30], [0.22, 0.17, -0.24], [-0.06, 0.24, 0.40], [0.35, 0.00, -0.59], [-0.04, 0.08, -1.29], [0.78, -0.11, -0.01], [-0.71, -1.05, 0.56], [0.17, 0.41, -0.18], [1.09, 1.20, -0.35], [-0.30, 0.02, 0.06], [-0.66, -0.99, 0.43], [0.48, 0.03, -0.02], [0.17, -0.63, 0.50], [0.27, 0.31, -0.07], [-0.01, 0.21, -0.14], [0.23, 0.51, -0.03], [1.00, 0.99, -0.24], [0.05, -0.18, 0.07], [0.00, 0.93, -0.24], [0.25, -0.52, 0.84], [0.68, -0.61, -0.80], [0.34, -0.22, 0.83], [0.51, -0.03, 0.80], [0.22, 0.82, 0.95], [-0.34, 0.41, 0.33], [-0.24, -0.06, -0.02], [0.18, -0.45, -0.41], [-0.37, 0.33, -0.17], [-0.20, -0.41, -0.27], [-0.91, 0.04, -0.51], [-0.20, -1.04, 0.06], [-0.21, 0.25, 0.14], [0.20, -0.23, -0.05], [-0.37, 0.23, -0.19], [0.03, 0.69, 0.27], [0.18, 0.13, 0.36], [-0.66, -0.37, -0.02], [-0.40, 0.05, 0.16], [0.45, 0.34, -0.01], [0.30, -0.38, -0.58], [0.11, 0.18, -0.22], [-0.15, -0.25, -0.05], [-0.39, 0.63, 0.05], [-0.06, -0.05, 0.17], [-0.51, 0.63, -0.80], [0.68, -0.62, -0.21], [0.31, -0.70, -0.11], [-0.36, -0.31, 0.30], [-0.08, -0.59, -0.13], [0.19, 0.60, -0.07], [-0.48, 0.07, 0.49], [0.37, -0.19, -0.45], [-0.73, 0.14, -0.74], [-0.24, -0.11, -1.33], [0.34, -0.03, -0.77], [-0.74, -0.33, -0.39], [-0.26, 0.10, 0.40], [-1.30, -0.59, -0.15], [0.06, -0.19, 0.32], [-0.03, -0.33, 0.27], [-0.81, 0.57, 0.10], [-0.35, 0.25, 0.23], [-0.07, 0.54, 0.02], [-0.50, -0.16, 0.05], [0.31, 0.34, 0.29], [0.56, -0.03, 0.08], [-0.40, 0.50, -0.86], [-0.75, -0.53, 0.03], [1.03, -0.39, -0.78], [0.12, 0.11, 0.15], [-0.05, -1.00, 0.91], [0.14, 0.38, 0.93], [0.91, 0.83, -0.27], [-0.38, -0.41, 0.50], [0.72, -0.22, -0.01], [-0.26, 0.71, -0.34], [0.39, 0.06, -0.01], [-0.34, 0.21, 0.39], [-0.32, -0.64, -0.33], [0.53, 0.07, 0.08]],
  "max_force_ev_per_a": 7.05,
  "gap_ev": 8.0,
  "charge": 4,
  "lumo_ev": -6.41,
  "homo_ha": -0.5296
}